1.
Below is C31H53BrMnNO3P3 as an isolated structure at a distorted geometry, with properties calculated with ωB97M-V/def2-TZVPD.

```
93
Properties=species:S:1:pos:R:3:forces:R:3
C -0.781 7.129 -5.154 0.0 -0.2 -0.5
C -1.166 5.793 -5.373 0.1 0.5 -1.6
C -1.300 5.336 -6.701 0.3 0.6 -0.2
C -1.010 6.221 -7.747 -0.1 -0.2 0.8
N -0.627 7.477 -7.521 0.1 0.2 -0.3
C -0.513 7.931 -6.274 -0.3 -0.7 0.4
C -1.374 4.869 -4.312 -0.1 -0.7 0.6
C -1.622 3.641 -3.987 0.0 -0.6 -0.7
C -1.656 2.351 -3.370 -0.2 1.3 -1.1
C -0.487 1.540 -3.393 0.9 -0.4 0.1
C -0.534 0.229 -3.020 -0.2 0.3 -0.2
C -1.779 -0.369 -2.598 -0.5 0.2 -2.4
C -2.923 0.504 -2.437 0.2 0.5 -0.2
C -2.860 1.813 -2.829 -0.6 -0.2 0.3
Mn -1.467 4.624 -2.388 0.0 0.8 1.6
P 2.385 -0.793 -0.945 0.0 0.5 0.1
H -1.603 4.315 -6.930 0.1 0.2 0.2
H -0.673 7.544 -4.153 0.0 -0.2 -0.2
H -1.092 5.884 -8.784 0.1 0.3 0.3
H -0.195 8.966 -6.138 -0.1 -0.3 -0.2
H -3.742 2.463 -2.787 0.2 -0.3 0.1
H 0.438 1.977 -3.783 -0.2 -0.2 0.2
H -3.836 0.102 -1.995 0.0 0.1 -0.3
H 0.368 -0.389 -3.020 -0.3 0.3 -0.2
C 2.340 -2.265 0.170 -0.2 0.0 -0.1
C 3.187 -3.483 -0.187 0.1 -0.3 0.3
H 1.275 -2.544 0.212 0.3 -0.1 0.2
H 2.607 -1.887 1.170 -0.1 -0.1 -0.2
H 3.103 -4.218 0.624 0.1 0.0 -0.2
H 2.838 -3.973 -1.103 0.1 0.2 0.1
H 4.252 -3.243 -0.296 -0.3 0.0 0.0
C 3.039 -1.425 -2.549 0.0 -0.3 0.1
C 3.293 -0.303 -3.566 0.1 -0.1 -0.2
H 2.281 -2.125 -2.941 0.2 0.1 0.1
H 3.950 -2.010 -2.358 -0.3 0.1 -0.3
H 3.250 -0.714 -4.584 0.1 0.2 0.2
H 2.543 0.500 -3.503 0.2 -0.2 0.1
H 4.287 0.146 -3.437 -0.3 -0.1 0.0
C 3.829 0.137 -0.267 -0.1 0.1 -0.2
C 5.217 -0.477 -0.404 0.4 0.2 0.2
H 3.592 0.299 0.796 0.0 0.1 -0.3
H 3.796 1.122 -0.757 0.1 -0.2 0.2
H 5.959 0.263 -0.082 0.0 -0.2 -0.1
H 5.349 -1.356 0.236 -0.1 0.1 -0.2
H 5.463 -0.750 -1.436 -0.1 0.0 0.2
Br -1.217 -0.611 -0.164 0.2 1.1 2.3
P -2.224 -1.758 -3.577 0.4 -0.5 0.9
C -0.751 -2.775 -3.804 0.3 -0.1 -0.3
C -1.004 -4.236 -4.195 0.0 -0.4 -0.1
H -0.177 -2.727 -2.864 -0.2 0.0 -0.2
H -0.142 -2.275 -4.579 -0.1 -0.2 0.3
H -0.033 -4.727 -4.348 -0.3 0.1 0.1
H -1.541 -4.795 -3.413 0.2 0.2 -0.2
H -1.571 -4.341 -5.132 0.2 0.1 0.4
C -3.432 -2.697 -2.617 -0.2 -0.3 0.1
C -4.536 -3.367 -3.436 -0.3 -0.3 0.1
H -3.867 -2.017 -1.868 0.2 -0.2 -0.3
H -2.853 -3.449 -2.053 -0.2 0.3 -0.2
H -5.240 -3.846 -2.743 0.1 0.1 -0.3
H -5.100 -2.643 -4.043 0.2 -0.2 0.2
H -4.142 -4.153 -4.099 -0.1 0.3 0.2
C -2.872 -1.294 -5.198 -0.2 0.3 -0.1
C -2.844 -2.381 -6.276 -0.2 -0.1 -0.3
H -2.281 -0.420 -5.519 -0.1 -0.2 0.2
H -3.901 -0.935 -5.037 0.3 0.0 0.0
H -3.186 -1.945 -7.221 0.1 -0.1 0.2
H -1.839 -2.779 -6.446 -0.2 0.2 0.0
H -3.518 -3.215 -6.044 0.2 0.2 0.0
C -4.378 -1.238 2.639 -0.1 -0.1 0.1
C -3.956 0.052 2.004 0.8 0.1 0.3
O -2.481 0.262 2.406 -0.9 0.7 -0.4
P -1.481 0.904 1.407 0.5 -1.4 0.0
O -0.146 1.212 2.114 0.0 0.1 0.8
C 0.259 0.936 3.610 -0.4 0.0 -0.9
C -0.255 2.050 4.468 -0.1 0.3 -0.1
O -2.123 2.177 0.771 0.8 1.2 -0.8
C -1.449 3.433 0.135 -0.2 -1.6 0.9
C -2.397 4.567 0.395 -0.3 0.0 0.0
H -3.738 -2.063 2.314 -0.1 0.1 0.0
H -5.405 -1.460 2.339 0.0 0.0 0.0
H -4.359 -1.175 3.729 0.1 0.0 -0.1
H -4.009 0.016 0.909 0.1 0.1 0.2
H -4.470 0.937 2.393 0.1 -0.2 -0.1
H -0.158 -0.041 3.864 0.1 0.2 -0.2
H 1.346 0.911 3.549 -0.2 -0.1 -0.1
H -1.340 2.168 4.361 0.2 0.0 0.1
H -0.041 1.817 5.514 0.0 0.0 -0.1
H 0.255 2.989 4.229 -0.2 -0.1 0.0
H -0.496 3.544 0.663 -0.2 0.0 -0.3
H -1.285 3.208 -0.957 -0.1 -0.6 1.1
H -2.505 4.729 1.473 0.0 0.1 -0.3
H -1.989 5.498 -0.039 0.0 -0.1 0.1
H -3.389 4.374 -0.038 0.3 0.0 0.1
```
Positions in Å, forces in eV/Å.

Output
**2S+1**: 6
**Total charge**: +2
**LUMO level (alpha / beta)**: -5.4108 / -5.9831 eV
**Highest occupied orbital energy (alpha / beta)**: -0.3968 / -0.4524 hartree
**E_tot**: -6241.90489 hartree
**Frontier orbital gap (alpha / beta)**: 5.4 / 6.3 eV
**F_max**: 2.548 eV/A

***

2.
Below is a 2-piece molecular cluster, C6H7ClN2 overall at a distorted geometry, with properties calculated with ωB97M-V/def2-TZVPD.

```
16
Properties=species:S:1:pos:R:3:forces:R:3
C -2.456 0.399 -0.624 -0.6 -0.5 -1.0
C -2.126 1.716 -0.683 2.4 -3.2 1.0
C -0.378 0.501 -0.137 3.5 0.1 -0.4
C 1.478 -1.906 1.481 -0.3 -2.2 -2.2
C 1.584 -1.494 0.209 -1.0 -4.2 -0.9
C 1.846 -0.190 -0.061 -3.3 5.5 0.2
N -1.303 -0.324 -0.386 -0.9 -1.7 0.6
N -0.771 1.778 -0.355 -2.1 -2.3 -0.4
Cl 2.320 0.426 -1.626 0.4 -0.4 0.7
H -3.411 -0.126 -0.881 1.1 0.8 0.4
H -2.641 2.551 -0.748 -2.5 3.7 -0.6
H 1.191 -2.951 1.639 0.1 0.6 0.3
H 1.674 -1.266 2.273 0.3 1.0 1.4
H 1.309 -2.144 -0.696 0.5 0.7 1.7
H 1.956 0.448 0.847 0.7 -0.2 -1.2
H -0.273 2.582 -0.253 1.7 2.4 0.4
```
Positions in Å, forces in eV/Å.

Output
**Total charge**: 0
**LUMO level (alpha / beta)**: -0.4592 / -0.4589 eV
**Highest occupied orbital energy (alpha / beta)**: -0.3035 / -0.3038 hartree
**E_tot**: -802.37453 hartree
**Frontier orbital gap (alpha / beta)**: 7.8 / 7.8 eV
**F_max**: 6.383 eV/A

***

3.
Below is C42H50AsClF3O2PScSi2Te as an isolated structure at a distorted geometry, with properties calculated with ωB97M-V/def2-TZVPD.

```
104
Properties=species:S:1:pos:R:3:forces:R:3
Sc -0.858 -1.251 0.074 0.3 -0.1 -0.6
Cl 5.792 -0.698 3.172 0.1 0.0 0.1
C 4.369 -0.858 2.212 -0.2 0.0 0.1
C 4.486 -1.244 0.865 -0.1 0.1 0.3
C 3.373 -1.381 0.083 -0.6 0.0 -0.1
C 2.071 -1.161 0.597 1.2 0.2 0.8
O 1.035 -1.325 -0.159 0.7 0.0 -0.4
C 1.966 -0.772 1.979 0.1 -0.2 -0.9
C 0.694 -0.577 2.570 0.2 0.1 0.3
O -0.403 -0.720 1.991 0.0 0.2 0.7
C 3.137 -0.615 2.757 0.1 -0.1 -0.2
H 5.463 -1.436 0.449 0.1 0.0 0.0
H 3.461 -1.667 -0.953 0.0 -0.1 -0.1
H 0.673 -0.289 3.632 0.0 0.0 -0.1
H 3.056 -0.301 3.787 0.0 0.0 0.1
F -3.929 -0.978 -1.383 1.0 -0.3 -0.1
C -2.802 -1.559 -0.977 -1.9 -0.6 0.1
F -2.800 -1.150 0.549 -0.9 0.1 0.7
F -3.131 -2.889 -0.790 0.0 0.6 -0.6
C -0.184 2.895 -0.042 0.2 -0.5 0.2
C 1.261 2.999 -0.468 0.1 0.3 0.0
As 2.053 4.807 -0.069 -0.1 -0.2 0.1
C 1.301 5.070 1.735 0.2 0.0 -0.1
C 2.193 5.094 2.803 0.2 -0.1 -0.3
C 1.747 5.299 4.098 0.0 0.0 0.2
C 0.395 5.470 4.345 0.1 0.0 0.1
C -0.501 5.473 3.290 -0.1 0.0 0.0
C -0.049 5.284 1.997 -0.1 0.0 -0.2
C 0.759 5.906 -1.049 0.1 0.0 0.0
C 0.349 7.120 -0.506 0.2 -0.1 0.2
C -0.530 7.940 -1.185 0.0 0.1 0.0
C -1.002 7.568 -2.432 -0.1 0.1 0.0
C -0.567 6.386 -3.003 -0.1 0.0 -0.1
C 0.314 5.565 -2.321 0.2 -0.2 0.1
P -1.028 1.333 -0.579 -0.6 1.5 -0.6
C -2.715 1.849 -0.102 0.1 -0.3 0.0
C -2.947 1.937 1.271 0.1 0.0 -0.2
C -4.163 2.395 1.741 0.0 0.0 0.1
C -5.159 2.750 0.843 0.0 0.0 0.0
C -4.947 2.614 -0.518 -0.1 0.1 0.0
C -3.729 2.161 -0.998 0.2 -0.1 0.1
C -0.900 1.498 -2.393 0.0 -0.4 0.2
C -0.346 0.419 -3.079 0.0 -0.1 0.3
C -0.144 0.483 -4.446 0.0 -0.1 -0.1
C -0.483 1.636 -5.134 0.0 -0.1 0.0
C -1.022 2.720 -4.460 0.0 0.1 0.1
C -1.232 2.656 -3.093 0.0 -0.1 0.1
H -0.774 3.716 -0.467 0.0 -0.2 0.1
H -0.265 2.951 1.049 -0.1 0.0 -0.2
H 1.367 2.840 -1.546 0.1 0.0 0.1
H 1.871 2.240 0.033 0.1 0.1 0.0
H 3.253 4.967 2.604 0.0 0.0 0.1
H 2.454 5.335 4.914 0.1 0.0 0.1
H 0.041 5.614 5.355 0.0 0.1 0.1
H -1.555 5.633 3.471 -0.1 0.0 0.0
H -0.761 5.334 1.183 0.0 0.0 0.0
H 0.723 7.416 0.468 -0.1 0.1 0.0
H -0.852 8.867 -0.736 0.0 0.1 0.0
H -1.703 8.199 -2.954 -0.1 0.1 -0.1
H -0.919 6.103 -3.984 0.0 0.0 -0.1
H 0.660 4.652 -2.791 0.0 0.0 0.0
H -2.168 1.636 1.967 -0.1 0.1 0.0
H -4.330 2.473 2.805 -0.1 0.0 0.1
H -6.104 3.123 1.204 -0.1 0.0 0.0
H -5.733 2.867 -1.212 -0.1 0.0 -0.1
H -3.573 2.044 -2.061 0.0 0.0 -0.1
H -0.050 -0.474 -2.524 0.0 0.1 -0.3
H 0.286 -0.357 -4.972 0.0 -0.1 0.0
H -0.322 1.692 -6.197 0.0 0.0 -0.2
H -1.267 3.623 -4.998 -0.1 0.1 -0.1
H -1.642 3.512 -2.576 0.0 0.1 0.0
C 3.405 -6.472 2.083 -0.6 0.2 0.3
Si 1.749 -5.685 2.601 -0.1 0.1 -0.2
C 0.356 -6.938 2.946 0.5 0.5 -0.1
C 1.962 -4.470 4.054 -0.1 -0.5 -0.5
C 1.232 -4.661 1.062 -0.2 0.0 0.7
Te -0.836 -4.007 1.078 0.3 -1.2 -0.2
C -1.410 -5.487 -0.403 0.2 0.5 -0.3
Si -0.725 -5.287 -2.191 0.0 0.2 -0.2
C -1.981 -6.087 -3.376 0.5 0.2 0.5
C -0.565 -3.429 -2.628 -0.1 -0.5 0.4
C 0.993 -6.102 -2.376 -0.7 0.3 0.1
H 3.837 -7.069 2.877 0.1 -0.1 0.2
H 4.133 -5.709 1.821 0.1 0.2 0.0
H 3.295 -7.120 1.219 -0.1 -0.1 -0.2
H 0.525 -7.498 3.860 0.1 -0.1 0.2
H 0.252 -7.658 2.139 0.1 -0.1 -0.2
H -0.600 -6.425 3.049 0.0 0.1 0.1
H 2.120 -4.999 4.988 0.0 -0.1 0.2
H 1.080 -3.847 4.183 -0.2 0.1 0.0
H 2.815 -3.813 3.910 0.2 0.1 -0.1
H 1.337 -5.268 0.171 -0.1 0.0 -0.2
H 1.870 -3.789 0.949 0.1 0.1 0.0
H -2.497 -5.458 -0.427 -0.1 0.1 0.0
H -1.127 -6.448 0.022 0.1 0.0 0.1
H -2.977 -5.669 -3.261 -0.1 0.1 0.1
H -2.053 -7.159 -3.218 0.0 -0.2 0.1
H -1.680 -5.934 -4.409 0.1 0.1 -0.2
H -1.537 -2.989 -2.848 0.0 0.0 0.1
H 0.055 -3.294 -3.509 0.2 0.0 -0.1
H -0.092 -2.873 -1.802 0.0 -0.2 -0.2
H 1.030 -7.074 -1.892 0.0 -0.2 0.1
H 1.802 -5.498 -1.974 0.1 0.2 0.1
H 1.208 -6.260 -3.428 0.0 0.0 -0.2
```
Positions in Å, forces in eV/Å.

Output
**Total charge**: +1
**LUMO level**: -3.8867 eV
**Highest occupied orbital energy**: -0.3821 hartree
**E_tot**: -6725.51202 hartree
**Frontier orbital gap**: 6.5 eV
**F_max**: 1.964 eV/A

***

> What is the formula in the third record?

C42H50AsClF3O2PScSi2Te